No. 1
A molecular structure, C15H26BeBrCaCsF3N3NaO8 in a non-equilibrium geometry, computed with ωB97M-V with the def2-TZVPD basis set.

```
! wB97M-V def2-TZVPD RIJCOSX def2/J DEFGRID3
* xyz 1 1
C 4.8705 1.0299 0.2005
C 3.7454 0.3611 1.0573
O 3.5026 -0.7823 0.9537
O 3.0099 1.0864 2.0654
C 1.9643 1.8794 1.4490
C 0.9525 2.2085 2.5650
C -0.3378 2.6984 1.8848
C -1.6707 2.3532 2.5447
C -2.3344 1.1358 1.9393
F -3.5002 0.9013 2.6378
C -2.7141 1.4586 0.5104
N -3.0788 1.5276 -0.5777
C -1.5431 -0.1920 2.0451
O -0.3424 -0.2384 1.3530
C -1.3250 -0.5220 3.4725
N -0.9900 -0.8490 4.5140
H 5.3798 0.2424 -0.3365
H 5.6042 1.5553 0.8867
H 4.4529 1.7880 -0.4642
H 1.4904 1.3561 0.6316
H 2.3623 2.8639 1.0930
H 0.7809 1.2666 3.0933
H 1.3743 2.9066 3.2899
H -0.2912 3.7902 1.8861
H -0.3034 2.3999 0.8385
H -2.3379 3.2235 2.3667
H -1.6089 2.2340 3.6287
H -2.1953 -0.9851 1.6479
H -0.3148 0.4258 0.6654
C 0.0042 3.2869 -2.4221
O -0.2720 3.8083 -3.4915
O 0.4095 1.8626 -2.6657
O 0.0238 3.6430 -1.2699
H 0.2914 1.9169 -3.6384
C 0.4911 -3.3443 -2.9830
C -0.1800 -4.1109 -1.8398
C -1.6810 -3.7281 -1.6432
O -1.8990 -2.4937 -0.9806
C -1.7964 -1.3504 -1.8003
N 0.5566 -3.9469 -0.6171
H 0.7222 -2.3246 -2.7091
H 1.4318 -3.8237 -3.2538
H -0.1429 -3.3263 -3.8831
H -0.1343 -5.1696 -2.1092
H -2.1366 -4.4934 -0.9957
H -2.2363 -3.7541 -2.6006
H -2.1507 -1.5537 -2.8150
H -0.7446 -0.9832 -1.8261
H -2.4112 -0.5663 -1.3553
H 0.1211 -4.5785 0.1069
H 0.3694 -2.9839 -0.2654
Ca -4.0106 -1.2887 -3.2102
O -2.1308 5.1872 1.9591
H -2.8007 5.3931 1.2930
F 2.6191 0.4592 -0.9899
Cs -1.9314 -5.9603 -3.1277
Be 1.0434 0.5191 -1.6111
Br -0.8330 -5.0941 1.8045
F 0.5307 -1.6215 -1.0684
Na 4.6219 3.1647 1.6137
*
```

LUMO level: -6.899 eV
Kohn-Sham gap: 1.603 eV
E: -5101.1531 hartree

Quick look at the Mulliken charges, all values in e:
1 C -1.492
2 C 0.991
3 O -0.385
4 O -0.388
5 C 1.626
6 C -0.836
7 C -0.048
8 C -1.381
9 C 1.484
10 F -0.403
11 C -0.032
12 N -0.645
13 C 0.645
14 O -0.148
15 C -0.559
16 N -0.545
17 H 0.330
18 H 0.313
19 H 0.497
20 H -1.303
21 H 0.242
22 H 0.117
23 H 0.517
24 H 0.839
25 H -0.220
26 H 0.342
27 H 0.458
28 H 0.413
29 H -0.299
30 C 0.630
31 O -0.679
32 O -0.447
33 O -0.524
34 H 0.323
35 C -1.104
36 C 0.152
37 C -1.101
38 O -0.206
39 C -0.242
40 N -0.621
41 H -0.009
42 H 0.404
43 H 0.230
44 H 0.757
45 H 0.806
46 H 0.228
47 H 0.416
48 H -0.451
49 H 0.156
50 H 0.066
51 H 0.197
52 Ca 1.235
53 O -0.732
54 H 0.225
55 F -0.484
56 Cs 1.025
57 Be 0.987
58 Br -0.708
59 F -0.611
60 Na 0.951

---

No. 2
C15H26F3N2O3 in the gas phase, computed with ωB97M-V with the def2-TZVPD basis set.

```
! wB97M-V def2-TZVPD RIJCOSX def2/J DEFGRID3
* xyz 0 2
C 3.3533 -1.6716 0.5403
C 2.1167 -0.9207 1.0469
C 2.1190 -0.9590 2.5846
C 0.8609 -1.5444 0.4225
C -0.3058 -0.5797 0.1811
C -0.7361 0.0373 1.5297
C -2.0909 0.7369 1.6205
C -2.1761 2.0813 0.9346
N -3.4093 2.3797 0.4131
O -1.2558 2.8617 0.8983
C -1.4541 -1.4324 -0.4139
C -2.5805 -0.6845 -1.1540
O -3.8519 -0.7933 -0.5440
C -2.6926 -1.0970 -2.6241
F -2.6520 -2.4390 -2.7805
F -1.6761 -0.5886 -3.3393
F -3.8336 -0.6766 -3.1801
C 0.1784 0.4550 -0.8457
C 1.6101 1.0214 -0.6299
C 2.5245 0.6081 -1.7944
C 1.5952 2.5469 -0.5254
N 2.1896 0.5074 0.6441
O 3.2208 1.1224 1.0702
H 3.2901 -2.7092 0.8799
H 3.4146 -1.6776 -0.5469
H 4.2572 -1.2243 0.9523
H 1.7598 -0.0209 3.0020
H 1.4818 -1.7646 2.9536
H 3.1263 -1.1238 2.9642
H 1.1246 -1.9881 -0.5440
H 0.5285 -2.3703 1.0608
H 0.0305 0.7348 1.8705
H -0.7692 -0.7804 2.2585
H -2.2733 0.9593 2.6772
H -2.9134 0.0936 1.3088
H -3.4064 3.1781 -0.2070
H -3.9977 1.6135 0.1176
H -1.0146 -2.1689 -1.0896
H -1.9201 -1.9941 0.4023
H -2.3628 0.3843 -1.1722
H -4.0765 -1.7275 -0.4397
H 0.1625 -0.0295 -1.8251
H -0.5188 1.2914 -0.9082
H 2.3117 1.2425 -2.6581
H 2.3778 -0.4306 -2.0945
H 3.5671 0.7604 -1.5119
H 1.4040 2.8613 0.4979
H 2.5507 2.9683 -0.8356
H 0.8118 2.9509 -1.1673
*
```

LUMO level (spin up / spin down): 0.411 / 0.411 eV
Kohn-Sham gap (spin up / spin down): 8.270 / 9.745 eV
E: -1221.9810 hartree
⟨S²⟩: 0.754

Quick look at the natural (NBO) charges, all values in e:
1 C -0.613
2 C 0.099
3 C -0.612
4 C -0.408
5 C 0.006
6 C -0.413
7 C -0.531
8 C 0.681
9 N -0.829
10 O -0.616
11 C -0.434
12 C 0.007
13 O -0.709
14 C 0.952
15 F -0.335
16 F -0.325
17 F -0.313
18 C -0.436
19 C 0.113
20 C -0.623
21 C -0.605
22 N 0.028
23 O -0.416
24 H 0.211
25 H 0.208
26 H 0.232
27 H 0.229
28 H 0.202
29 H 0.222
30 H 0.207
31 H 0.215
32 H 0.240
33 H 0.206
34 H 0.246
35 H 0.227
36 H 0.396
37 H 0.399
38 H 0.229
39 H 0.220
40 H 0.209
41 H 0.480
42 H 0.215
43 H 0.227
44 H 0.218
45 H 0.198
46 H 0.228
47 H 0.243
48 H 0.215
49 H 0.208